43
Properties=species:S:1:pos:R:3:forces:R:3:nbo_charge:R:1 method="wB97M-V/def2-TZVPD" molar_mass_g_mol=468.09 charge=+2 spin_multiplicity=5 gap_ha="0.3185 / 0.1376"
C 2.981 -3.406 -1.701 -0.813 -0.418 -0.545 -0.74
C 2.315 -2.068 -1.682 -3.475 -0.229 -0.372 0.44
H 2.221 -4.054 -2.191 0.775 0.141 0.297 0.26
H 3.162 -3.771 -0.679 0.064 0.276 -0.296 0.26
H 3.917 -3.392 -2.266 -0.106 0.005 0.178 0.27
O 1.122 -1.885 -1.949 2.662 -0.629 0.520 -0.58
I 3.353 -0.420 -0.981 0.983 0.707 0.565 0.11
Co -1.315 0.597 0.501 2.658 1.044 -0.498 1.00
P -0.228 1.109 -1.630 -0.161 1.461 -1.153 0.85
C -1.777 1.261 -2.584 -0.085 -0.269 0.221 -0.95
C 0.139 2.852 -1.194 0.091 -0.379 0.135 -0.94
H 0.348 3.403 -2.116 -0.142 0.120 0.241 0.27
H 0.471 1.637 -3.902 -0.017 -0.122 0.522 0.25
H 1.038 2.838 -0.565 -0.222 0.292 -0.046 0.26
H 1.892 1.185 -2.904 -0.396 -0.101 -0.030 0.26
H -2.547 1.768 -1.996 -0.114 -0.034 -0.257 0.23
H -0.717 3.283 -0.656 0.383 0.155 -0.090 0.22
C 0.843 0.951 -3.125 0.662 -0.789 0.141 -0.89
H -1.561 1.797 -3.513 -0.339 0.012 0.225 0.27
H 0.778 -0.077 -3.496 0.092 0.238 0.011 0.27
H -2.100 0.241 -2.819 -0.176 0.204 -0.149 0.25
P -0.130 -0.881 1.650 1.194 -1.159 2.738 0.84
C -1.543 -1.620 2.552 -0.277 0.192 -0.387 -0.94
C 0.992 -2.329 1.712 0.254 -0.249 -0.828 -0.91
H 1.652 0.405 2.635 -0.153 0.076 0.174 0.26
H 0.627 -0.370 3.894 0.055 0.192 -0.131 0.27
H 0.053 1.110 3.038 0.232 -0.181 0.192 0.24
C 0.626 0.177 2.945 -0.103 0.098 -0.399 -0.93
H 2.046 -2.030 1.707 -0.282 0.084 -0.092 0.27
H 0.786 -2.882 2.642 -0.032 0.337 -0.299 0.27
H -1.155 -2.116 3.449 -0.251 0.164 -0.113 0.27
H -2.018 -2.354 1.890 0.003 0.010 0.268 0.25
H 0.811 -2.994 0.860 0.046 0.054 0.186 0.26
H -2.281 -0.850 2.811 0.075 -0.246 0.141 0.25
C -2.611 -0.425 -0.144 -7.134 -3.646 -3.037 0.44
O -3.598 -0.919 -0.523 4.415 1.898 1.642 -0.36
C -4.267 3.106 2.111 -0.600 1.407 -0.517 -0.70
C -3.161 2.674 1.171 0.586 -2.645 3.579 0.77
O -3.047 3.162 0.035 0.051 0.155 -0.376 -0.09
O -2.384 1.727 1.655 -1.194 2.480 -1.891 -0.72
H -4.602 4.127 1.901 0.156 -0.067 -0.050 0.28
H -3.933 3.068 3.147 0.401 -0.240 -0.165 0.29
H -5.166 2.499 1.993 0.235 -0.397 -0.254 0.30